20
Properties=species:S:1:pos:R:3 method="wB97M-V/def2-TZVPD" total_charge=0 gap_ev=10.267 energy_ev=-9943.0736 smiles="C=NCCC.O.O"
O -2.86910 0.66557 -1.88870
O 4.11017 1.00808 -0.53067
N 1.29436 0.12835 -0.63070
C -0.46298 0.06512 1.10556
C 0.67436 -0.69267 0.39367
C -1.19430 -0.88937 2.03566
C 0.61713 0.32417 -1.67716
H -0.49051 -1.32882 2.74037
H -0.06125 0.89516 1.67631
H 3.15434 0.82322 -0.54121
H 1.44777 -0.93738 1.12176
H -0.11951 -0.40167 -2.03621
H -3.64709 1.16676 -2.17465
H 0.29135 -1.65156 0.03365
H -3.23729 -0.21987 -1.72983
H 4.28351 1.67071 0.13942
H -1.96578 -0.38351 2.61531
H -1.10259 0.40425 0.28783
H -1.65903 -1.70157 1.47912
H 0.93641 1.05504 -2.41953